[1]
Below is a structure of composition C6H10N4O at a distorted geometry, with properties calculated with the ωB97M-V functional and the def2-TZVPD basis.

Last column: Löwdin charge in e.
Cartesian coordinates (Å):
C -0.782 0.471 -1.796  -0.0745
C -0.720 1.318 -0.577  -0.4334
C 0.666 1.948 -0.471  -0.0574
C -1.105 -0.366 1.241  -0.4694
C 0.583 -2.125 1.737  -0.2499
C 1.900 -2.045 0.211  -0.1931
H -0.372 0.909 -2.769  0.1222
H -0.052 -0.188 -1.516  -0.0065
H -1.732 0.086 -1.940  0.0620
H -1.427 2.132 -0.751  0.1356
H 0.639 2.739 0.330  0.0885
H 1.452 1.259 -0.298  0.0448
H 0.901 2.664 -1.287  0.0900
H -2.004 1.327 0.982  0.1388
H -0.086 -2.407 2.591  0.1562
H 2.501 -2.648 -0.630  0.1513
N -1.366 0.724 0.566  0.1483
N 0.108 -1.224 0.987  0.0214
N 1.723 -2.688 1.430  0.0985
N 0.924 -1.182 -0.182  0.0861
O -1.753 -0.704 2.140  0.1404

Summary:
Max |F| in eV/A: 6.9
Relative energy (zero: lowest compared OMol25 entry of this formula, charge and spin) in kcal per mole: 37.5
Total charge: 0

=====

[2]
Below is a structure of composition C6H10N4O2 at a distorted geometry, with properties calculated with the ωB97M-V functional and the def2-TZVPD basis.

Last column: Löwdin charge in e.
Cartesian coordinates (Å):
C 1.683 -0.942 1.335  -0.0545
C 0.957 -1.662 -0.736  -0.2423
C 0.889 0.941 -0.965  -0.1830
C -0.674 2.082 0.373  -0.1862
C -1.031 -0.208 -0.242  -0.3816
C -2.976 -1.303 0.031  -0.2754
H 2.361 -0.072 0.423  0.1347
H 0.697 -0.141 1.615  0.1476
H 2.825 -1.489 2.110  0.1990
H 0.298 -2.431 -1.316  0.1552
H 1.921 -1.272 -1.342  0.1481
H 1.994 0.803 -1.230  0.1428
H 0.417 1.450 -1.809  0.1364
H -0.987 2.788 1.333  0.1934
H -0.848 2.659 -0.471  0.0855
H -2.497 0.861 0.444  0.1050
N 0.243 -0.261 -0.889  -0.0560
N -1.526 0.890 0.284  0.1370
N -1.602 -1.398 -0.119  0.0837
N -4.117 -0.839 0.290  0.0649
O 1.276 -2.146 0.491  -0.2129
O 0.697 1.689 0.389  -0.1413

Summary:
Max |F| in eV/A: 8.3
Relative energy (zero: lowest compared OMol25 entry of this formula, charge and spin) in kcal per mole: 170.7
Total charge: 0

=====

[3]
Below is a cluster of 2 separate species, C6H10N4O2 in total at a distorted geometry, with properties calculated with the ωB97M-V functional and the def2-TZVPD basis.

Last column: Löwdin charge in e.
Cartesian coordinates (Å):
C 2.105 -0.915 2.328  -0.1452
C 0.042 -0.668 2.950  -0.1562
C 0.459 1.629 -0.617  -0.0127
C -0.395 0.757 -1.517  -0.4715
C -1.052 1.385 -2.660  -0.0641
C -1.767 0.615 -3.490  -0.1676
H 0.115 -1.882 0.519  0.0972
H 2.992 -1.327 1.860  0.1251
H -1.038 -0.820 2.972  0.1323
H 0.829 1.048 0.222  0.0588
H 1.325 2.015 -1.190  0.0961
H -0.143 2.478 -0.250  0.0935
H -0.962 2.460 -2.815  0.1111
H -1.840 -0.447 -3.245  0.1297
H -2.774 0.371 -5.266  0.0936
H -2.128 1.911 -4.997  0.1008
N 0.855 -1.454 2.189  -0.1496
N 2.044 0.117 3.135  -0.0021
N 0.745 0.262 3.524  -0.0042
N -2.500 1.061 -4.575  0.0690
O 0.410 -2.377 1.303  0.0516
O -0.502 -0.439 -1.264  0.0143

Summary:
Max |F| in eV/A: 1.3
Relative energy (zero: lowest compared OMol25 entry of this formula, charge and spin) in kcal per mole: 56.0
Total charge: 0
SMILES string: CC(=O)/C=C/N.On1cnnc1

=====

[4]
Below is a cluster of 2 separate species, C6H10N5 in total at a distorted geometry, with properties calculated with the ωB97M-V functional and the def2-TZVPD basis.

Last column: Löwdin charge in e.
Cartesian coordinates (Å):
C -0.902 1.583 -0.025  -0.0240
C -2.942 0.941 0.746  -0.1616
C 0.011 -1.694 0.931  -0.1388
C -0.591 0.124 -0.038  -0.0549
C -1.714 -0.818 -0.090  -0.5003
C -2.150 -1.383 -1.436  0.0216
N -2.060 1.918 0.337  0.1421
N -2.844 -0.292 0.591  0.1800
N -1.169 -2.008 0.604  0.1921
N 0.437 -0.449 0.559  0.1698
N 2.602 0.931 0.966  0.0828
H -0.264 2.472 -0.191  0.1395
H -3.896 1.115 1.222  0.1351
H 0.662 -2.422 1.463  0.1594
H -2.469 -0.717 -2.222  0.0864
H -3.083 -1.876 -1.377  0.0866
H -1.289 -1.918 -1.969  0.1318
H 1.513 -0.035 0.745  0.1083
H 3.301 0.381 0.497  0.0763
H 2.988 1.381 1.801  0.1003
H 2.407 1.631 0.270  0.0674

Summary:
Max |F| in eV/A: 3.6
Relative energy (zero: lowest compared OMol25 entry of this formula, charge and spin) in kcal per mole: 61.8
Total charge: +1

=====

> Look up the max |F| of the second one.

8.3 eV/A